# C16H17Cl2N3

A cluster of 4 separate species, C16H17Cl2N3 in total in a non-equilibrium geometry (ωB97M-V with the def2-TZVPD basis set, the OMol25 dataset).

Geometry (Å):
H  2.169  -5.508  3.728
H  1.529  1.028  -2.570
H  1.648  -1.539  -2.981
C  1.271  -5.103  3.284
C  1.533  0.292  -1.779
H  -1.425  0.087  0.469
H  0.429  3.329  -2.465
C  -1.074  -4.146  2.225
C  0.824  5.462  -2.504
H  -1.918  3.666  -1.505
Cl  -3.194  1.178  -0.754
H  1.311  -2.056  1.254
H  1.405  0.437  1.477
H  -1.699  -3.807  4.248
H  1.491  -3.044  -0.984
H  0.383  -4.787  5.216
C  1.364  -1.430  0.375
N  -0.980  6.865  -1.685
C  1.347  -0.062  0.521
C  1.591  -1.103  -1.994
C  -0.910  -4.203  3.625
C  0.038  -4.400  1.433
H  1.822  5.361  -2.904
C  0.261  -4.690  4.148
H  -2.779  5.732  -1.256
N  1.435  0.802  -0.537
C  0.028  4.315  -2.282
C  -2.123  -0.160  -0.331
C  1.499  -1.967  -0.914
H  -1.565  -0.428  -1.228
C  0.289  6.696  -2.126
N  1.218  -4.909  1.908
H  0.818  7.630  -2.246
Cl  -3.039  -1.663  0.169
H  -1.936  -3.689  1.763
H  -0.116  -4.392  0.364
C  -1.232  4.472  -1.720
C  -1.715  5.737  -1.441

Its total charge is -1. The calculation puts the HOMO-LUMO gap (alpha / beta) at 2.3 / 6.9 eV. The multiplicity is 2. For the highest occupied orbital energy (alpha / beta), the calculation gives 0.0055 / -0.1643 hartree. Its expectation value of S² is 0.762.

What are the natural (NBO) partial charges on each atom? They are as follows, in elementary charge units:
1 H 0.155
2 H 0.182
3 H 0.211
4 C -0.098
5 C 0.001
6 H 0.236
7 H 0.223
8 C -0.327
9 C -0.260
10 H 0.227
11 Cl -0.041
12 H 0.267
13 H 0.198
14 H 0.172
15 H 0.240
16 H 0.180
17 C -0.243
18 N -0.424
19 C -0.009
20 C -0.275
21 C -0.404
22 C -0.057
23 H 0.219
24 C -0.274
25 H 0.192
26 N -0.443
27 C -0.160
28 C -0.374
29 C -0.165
30 H 0.223
31 C 0.020
32 N -0.635
33 H 0.190
34 Cl -0.050
35 H 0.185
36 H 0.148
37 C -0.255
38 C 0.022

# C16H17F5I2NO3S2SiTa

A structure of composition C16H17F5I2NO3S2SiTa in a non-equilibrium geometry (ωB97M-V with the def2-TZVPD basis set, the OMol25 dataset).

Geometry (Å):
F  -0.122  -0.487  -0.655
H  -2.202  3.004  -1.116
F  4.089  -2.504  -0.043
C  -1.934  -2.437  0.940
I  0.984  3.928  1.421
C  2.898  -2.496  -0.614
F  -0.775  -2.443  -2.452
C  2.013  -1.458  -0.351
C  0.401  -2.487  -1.883
Ta  0.351  1.020  0.908
N  -1.138  1.360  2.451
O  -2.656  -4.353  1.786
C  2.542  -3.525  -1.483
C  1.308  -3.522  -2.125
F  0.983  -4.485  -2.940
H  -1.435  4.058  -2.292
C  -1.283  3.555  -1.334
H  -0.327  1.833  -3.771
H  -3.741  -1.626  0.092
H  0.288  -0.819  2.929
H  0.867  4.036  4.073
C  -1.431  0.091  1.909
C  -0.762  -2.212  1.710
H  2.580  4.218  3.544
H  -1.009  0.581  -2.754
I  1.970  1.609  3.769
C  -0.132  1.220  -2.887
S  2.460  -0.069  0.661
F  3.384  -4.509  -1.695
H  0.741  0.604  -3.111
H  -3.277  0.690  0.913
Si  0.172  2.397  -1.481
H  2.646  2.592  -1.681
H  -0.115  -3.050  1.935
H  -1.881  2.059  2.402
H  -0.803  1.374  3.414
H  1.789  3.580  -2.861
C  -0.530  -0.975  2.233
H  1.972  4.163  -1.227
C  1.795  3.263  -1.815
C  -2.584  -0.124  1.103
O  -0.956  -4.596  0.014
O  -3.296  -4.048  -0.566
S  -2.254  -4.097  0.417
H  -1.182  4.344  -0.584
C  0.791  -1.533  -0.986
C  1.651  3.673  3.418
C  -2.853  -1.395  0.665

The energy above the lowest of the compared OMol25 structures with the same formula, charge and spin is 0.000 eV. Its total charge is +2. The calculation puts the HOMO-LUMO gap at 5.3 eV. For the highest occupied orbital energy, the calculation gives -0.5324 hartree.

What are the natural (NBO) partial charges on each atom? They are as follows, in elementary charge units:
1 F -0.340
2 H 0.251
3 F -0.260
4 C -0.151
5 I 0.547
6 C 0.371
7 F -0.245
8 C -0.319
9 C 0.301
10 Ta 1.076
11 N -0.839
12 O -0.870
13 C 0.297
14 C 0.395
15 F -0.233
16 H 0.290
17 C -1.141
18 H 0.280
19 H 0.294
20 H 0.243
21 H 0.260
22 C -0.106
23 C -0.117
24 H 0.276
25 H 0.258
26 I 0.435
27 C -1.127
28 S 0.054
29 F -0.240
30 H 0.256
31 H 0.256
32 Si 1.283
33 H 0.262
34 H 0.290
35 H 0.450
36 H 0.439
37 H 0.284
38 C -0.302
39 H 0.240
40 C -1.124
41 C -0.157
42 O -0.967
43 O -0.924
44 S 2.428
45 H 0.238
46 C 0.294
47 C -0.713
48 C -0.173

# C16H17F5O4

The molecule C16H17F5O4 in a non-equilibrium geometry (ωB97M-V with the def2-TZVPD basis set, the OMol25 dataset).

Geometry (Å):
F  -7.434  1.231  -1.565
O  2.806  -1.466  -0.717
H  -4.326  0.412  -1.401
F  -6.269  1.700  0.507
C  6.789  0.669  2.639
H  1.250  -2.253  -2.780
H  -5.642  -0.442  -0.800
H  2.421  -0.861  1.964
C  -5.581  1.563  -0.372
H  5.355  -1.046  -1.480
C  -2.546  0.589  0.606
C  0.770  -1.687  -1.689
F  -4.691  2.550  -0.073
C  3.440  -0.494  1.403
O  -1.946  0.307  -0.551
H  -0.420  -0.169  -2.441
C  -0.616  -1.304  -2.044
C  6.105  -0.283  0.633
H  -4.405  0.147  1.615
O  -1.281  -1.813  0.354
C  5.631  0.193  1.698
H  -2.656  1.665  0.442
H  7.107  -0.064  -0.074
H  7.628  1.071  2.140
C  -6.583  2.051  -1.553
C  3.802  -0.690  0.123
H  4.264  0.242  3.193
H  -3.751  -1.056  0.569
C  1.641  -1.195  -0.936
C  -4.790  0.157  -0.495
C  4.336  -0.023  2.091
H  -1.181  -1.835  -2.557
C  5.112  -0.760  -0.286
C  -4.035  -0.040  0.480
H  0.614  -2.731  -1.350
F  -5.842  2.041  -2.798
O  1.314  -0.068  -0.378
C  -1.245  -0.868  -0.762
H  -1.889  0.403  1.295
H  7.305  -0.132  3.207
F  -7.084  3.133  -1.227
H  6.523  1.156  3.371

Its SMILES is Cc1ccc(OC(=O)CCC(=O)OCCCC(F)(F)C(F)(F)F)cc1. The energy above the lowest of the compared OMol25 structures with the same formula, charge and spin is 18.363 eV. Its total charge is 0. The calculation puts the HOMO-LUMO gap at 9.9 eV. For the highest occupied orbital energy, the calculation gives -0.3441 hartree.

What are the natural (NBO) partial charges on each atom? They are as follows, in elementary charge units:
1 F -0.275
2 O -0.464
3 H 0.241
4 F -0.273
5 C -0.591
6 H 0.238
7 H 0.228
8 H 0.265
9 C 0.646
10 H 0.238
11 C -0.028
12 C -0.457
13 F -0.381
14 C -0.221
15 O -0.488
16 H 0.237
17 C -0.457
18 C -0.189
19 H 0.207
20 O -0.712
21 C -0.042
22 H 0.196
23 H 0.230
24 H 0.215
25 C 0.926
26 C 0.283
27 H 0.210
28 H 0.256
29 C 0.716
30 C -0.478
31 C -0.197
32 H 0.227
33 C -0.221
34 C -0.457
35 H 0.294
36 F -0.383
37 O -0.689
38 C 0.822
39 H 0.202
40 H 0.210
41 F -0.277
42 H 0.191

# C16H17FN2OS

The molecule C16H17FN2OS (ωB97M-V with the def2-TZVPD basis set, the OMol25 dataset).

Geometry (Å):
H  4.207  -0.961  -2.377
C  2.661  -0.148  -1.149
H  5.310  2.359  0.093
C  -4.079  2.651  0.200
H  0.721  -3.619  1.104
C  4.914  0.680  -1.200
H  0.609  1.861  0.591
F  2.978  2.645  1.126
C  3.953  -0.212  -1.643
C  4.584  1.646  -0.265
C  -4.221  0.644  -1.067
H  -4.403  3.654  0.442
H  -3.504  -1.934  -0.708
H  2.113  -1.597  0.764
H  -2.088  -1.253  -1.529
H  -2.083  -1.760  1.372
H  -1.825  0.635  1.313
C  -3.170  0.136  -0.308
H  2.008  -2.001  2.492
N  -3.085  2.179  0.928
C  -2.653  -1.250  -0.589
C  2.306  0.807  -0.201
H  1.909  -0.840  -1.504
H  -4.664  0.040  -1.847
C  0.933  0.844  0.372
O  -0.046  -2.155  -0.992
C  -0.503  -2.172  0.134
C  -2.643  0.959  0.682
H  -5.498  2.341  -1.386
C  0.297  -2.639  1.338
H  -0.340  -2.728  2.219
H  0.219  0.356  -0.286
C  -4.686  1.921  -0.813
C  1.443  -1.672  1.620
N  -1.755  -1.757  0.419
S  0.866  0.015  2.016
H  5.922  0.630  -1.584
C  3.292  1.694  0.221

Its SMILES is O=C(CCSCc1ccccc1F)NCc1cccnc1. The energy above the lowest of the compared OMol25 structures with the same formula, charge and spin is 0.000 eV. Its total charge is 0. The calculation puts the HOMO-LUMO gap at 9.3 eV. For the highest occupied orbital energy, the calculation gives -0.3169 hartree.

What are the natural (NBO) partial charges on each atom? They are as follows, in elementary charge units:
1 H 0.216
2 C -0.199
3 H 0.227
4 C 0.030
5 H 0.235
6 C -0.195
7 H 0.251
8 F -0.334
9 C -0.227
10 C -0.302
11 C -0.163
12 H 0.193
13 H 0.203
14 H 0.241
15 H 0.252
16 H 0.403
17 H 0.206
18 C -0.073
19 H 0.232
20 N -0.408
21 C -0.254
22 C -0.141
23 H 0.245
24 H 0.212
25 C -0.538
26 O -0.652
27 C 0.693
28 C 0.010
29 H 0.220
30 C -0.501
31 H 0.206
32 H 0.231
33 C -0.250
34 C -0.522
35 N -0.606
36 S 0.172
37 H 0.216
38 C 0.470

# C16H17FeN4O4S3

A structure of composition C16H17FeN4O4S3 (ωB97M-V with the def2-TZVPD basis set, the OMol25 dataset).

Geometry (Å):
O  1.910  3.342  -0.884
C  -1.484  0.057  -1.042
H  4.234  -1.022  0.451
H  -5.217  -0.509  -1.841
H  -0.278  0.905  4.695
C  -0.012  0.952  3.634
O  0.652  1.909  0.161
H  2.474  -1.525  -2.091
N  -1.085  1.565  2.858
H  0.234  -0.041  3.268
N  1.326  2.309  -0.838
N  0.331  3.188  3.249
C  3.635  -0.113  0.468
C  1.656  -1.208  1.377
C  -1.884  -1.056  -1.788
C  1.108  1.966  3.413
C  -3.768  0.765  -0.899
H  1.663  1.729  2.505
H  1.796  2.029  4.254
H  2.424  -3.622  -3.433
S  -2.025  4.013  2.228
S  -0.015  -1.330  0.995
Fe  0.386  0.141  -0.716
O  2.241  -0.446  0.389
H  -4.505  1.484  -0.562
H  0.201  -4.624  -3.985
H  -2.028  1.214  2.869
C  1.505  -3.159  -3.108
C  -0.915  2.912  2.788
C  -0.779  -1.891  -2.262
H  -3.547  -2.125  -2.654
H  3.832  0.504  -0.405
C  1.539  -1.997  -2.365
C  -2.426  0.976  -0.605
H  -2.125  1.849  -0.038
H  -1.859  -3.468  -3.231
C  0.266  -3.706  -3.415
C  -3.229  -1.266  -2.076
H  0.745  4.066  2.987
S  2.482  -1.840  2.628
O  1.324  1.452  -1.814
C  -0.884  -3.067  -2.995
N  0.431  -1.391  -1.940
C  -4.169  -0.354  -1.622
H  3.837  0.432  1.388

The energy above the lowest of the compared OMol25 structures with the same formula, charge and spin is 0.139 eV. Its total charge is 0. The calculation puts the HOMO-LUMO gap (alpha / beta) at 7.5 / 7.3 eV. The multiplicity is 2. For the highest occupied orbital energy (alpha / beta), the calculation gives -0.2908 / -0.2908 hartree. Its expectation value of S² is 0.788.

What are the natural (NBO) partial charges on each atom? They are as follows, in elementary charge units:
1 O -0.314
2 C -0.098
3 H 0.208
4 H 0.217
5 H 0.185
6 C -0.231
7 O -0.471
8 H 0.210
9 N -0.604
10 H 0.231
11 N 0.716
12 N -0.601
13 C -0.260
14 C -0.032
15 C -0.072
16 C -0.222
17 C -0.180
18 H 0.189
19 H 0.209
20 H 0.232
21 S -0.281
22 S -0.022
23 Fe 0.967
24 O -0.605
25 H 0.223
26 H 0.226
27 H 0.416
28 C -0.260
29 C 0.293
30 C 0.215
31 H 0.207
32 H 0.204
33 C 0.078
34 C -0.256
35 H 0.248
36 H 0.228
37 C -0.135
38 C -0.194
39 H 0.416
40 S -0.090
41 O -0.514
42 C -0.227
43 N -0.437
44 C -0.217
45 H 0.208

# C16H17FeN8S2

A structure of composition C16H17FeN8S2 in a non-equilibrium geometry (ωB97M-V with the def2-TZVPD basis set, the OMol25 dataset).

Geometry (Å):
H  1.004  -2.665  0.605
S  1.511  0.114  1.394
N  2.122  -0.856  -1.584
Fe  0.420  -0.515  -0.634
H  -1.438  0.766  0.681
H  0.077  4.553  -0.147
H  -0.548  -4.327  -0.864
S  0.508  1.877  -1.087
C  5.262  -1.014  -2.867
C  -0.026  5.744  2.185
C  0.620  2.545  0.472
N  -0.173  6.906  2.320
N  6.299  -0.497  -3.053
N  -1.466  -0.145  0.220
H  -3.483  -0.207  -0.491
C  0.493  3.579  3.104
C  -0.429  -2.773  -2.367
H  -2.778  -1.937  -1.953
H  -2.406  0.979  -1.269
C  -1.627  -1.192  1.278
N  0.154  -2.521  0.063
H  -0.814  -3.046  1.854
C  -2.457  -0.049  -0.868
C  -2.183  -1.007  -2.022
H  -0.363  -0.766  -2.916
N  -0.734  -1.342  -2.142
C  0.217  4.368  1.989
N  0.266  4.458  5.529
C  0.100  -3.461  -1.084
H  -1.095  -0.845  2.192
C  0.876  2.253  2.936
C  0.279  3.880  0.691
H  1.108  -3.843  -1.284
H  -2.490  -0.499  -2.946
C  0.990  1.711  1.630
C  3.151  -1.147  -2.120
N  4.152  -1.652  -2.704
H  0.336  -2.892  -3.155
C  -1.055  -2.546  0.923
H  -2.691  -1.292  1.542
H  -1.337  -3.312  -2.727
C  0.397  4.079  4.421
H  1.100  1.655  3.818
H  -1.852  -3.122  0.436

The energy above the lowest of the compared OMol25 structures with the same formula, charge and spin is 0.000 eV. Its total charge is 0. The calculation puts the HOMO-LUMO gap (alpha / beta) at 7.5 / 6.2 eV. The multiplicity is 6. For the highest occupied orbital energy (alpha / beta), the calculation gives -0.2912 / -0.2947 hartree. Its expectation value of S² is 8.769.

What are the natural (NBO) partial charges on each atom? They are as follows, in elementary charge units:
1 H 0.413
2 S -0.171
3 N -0.831
4 Fe 1.361
5 H 0.426
6 H 0.243
7 H 0.202
8 S -0.181
9 C 0.419
10 C 0.256
11 C -0.207
12 N -0.284
13 N -0.425
14 N -0.675
15 H 0.206
16 C -0.180
17 C -0.236
18 H 0.204
19 H 0.241
20 C -0.243
21 N -0.688
22 H 0.228
23 C -0.246
24 C -0.235
25 H 0.403
26 N -0.704
27 C -0.097
28 N -0.289
29 C -0.237
30 H 0.243
31 C -0.163
32 C -0.175
33 H 0.235
34 H 0.223
35 C -0.211
36 C 0.694
37 N -0.643
38 H 0.239
39 C -0.238
40 H 0.204
41 H 0.204
42 C 0.281
43 H 0.240
44 H 0.198

Results for calculated total energy: -46381.158, -85368.321, -38628.857, -35449.109, -97908.511, -84845.150 (in eV, following the order of the records).